1.
This record from the OMol25 dataset describes the molecule C21H45N3. The level of theory is the ωB97M-V functional and the def2-TZVPD basis.

Computed properties:
HOMO: -8.5 eV
energy relative to the best compared isomer or geometry (same formula, charge and spin): 0.069 eV
2S+1: 1

Atoms and positions in Å:
N (1.81215, -2.90626, 1.74180)
N (1.00658, -1.09129, -0.21504)
N (0.01063, -1.91765, 3.67880)
C (-1.07971, 0.16771, -0.43434)
C (-2.35402, 0.33907, -1.25716)
C (-0.17344, -0.90830, -1.03320)
C (-2.51525, 2.76967, -0.60809)
C (-2.63499, 5.27115, -0.31423)
C (-0.35338, 1.50746, -0.34980)
C (-3.40753, 3.95517, -0.15202)
C (1.12464, -2.76117, 4.05661)
C (2.29103, -2.46838, -3.09910)
C (2.74338, -1.83249, -1.78590)
C (-4.65630, 4.04431, -1.03992)
C (0.27641, -0.49353, 3.74015)
C (-3.85404, 3.82545, 1.30614)
C (2.96032, -0.60073, -4.69569)
C (3.37848, -3.76409, 3.49853)
C (-1.25774, 2.58109, 0.24797)
C (2.69590, -2.56817, 0.64338)
C (1.85272, -2.21102, -0.58994)
C (-3.25027, 1.42575, -0.66677)
C (3.15626, -2.05720, -4.29110)
C (2.32772, -2.72831, 3.08671)
H (2.73096, -0.74623, -1.86668)
H (3.27041, -1.68312, 0.92834)
H (4.23795, -3.71987, 2.83277)
H (-2.26876, 5.37838, -1.33297)
H (-1.78856, 5.32361, 0.36456)
H (-5.35127, 3.23604, -0.83000)
H (-4.52091, 4.64707, 1.55981)
H (-2.90266, -0.60561, -1.29515)
H (3.40168, -3.37283, 0.38632)
H (-0.04295, 1.80823, -1.35304)
H (2.90411, -2.69465, -5.14217)
H (1.45641, -2.46551, 5.05517)
H (0.72279, -1.23785, 0.75109)
H (1.04065, -0.14391, 3.03329)
H (3.77271, -2.13985, -1.58733)
H (-3.00376, 3.86263, 1.98164)
H (3.26929, 0.07126, -3.89965)
H (1.24511, -3.09958, -0.85599)
H (-0.65179, 0.03763, 3.53152)
H (0.59755, -0.24219, 4.75126)
H (-5.17629, 4.98234, -0.85664)
H (-2.18719, 3.00595, -1.62829)
H (-2.08546, 0.60755, -2.28203)
H (0.14876, -0.59305, -2.03041)
H (-1.54226, 2.28105, 1.25796)
H (-0.26734, -2.16655, 2.73305)
H (4.20767, -2.22966, -4.04983)
H (-0.69726, 3.51335, 0.31628)
H (2.78229, -1.73129, 3.12158)
H (0.54658, 1.39143, 0.25509)
H (-1.35797, -0.14283, 0.58038)
H (2.95631, -4.76713, 3.45594)
H (-3.55429, 1.12715, 0.33820)
H (-0.74795, -1.84841, -1.14925)
H (2.33325, -3.55580, -2.99250)
H (1.91380, -0.40767, -4.92222)
H (3.71808, -3.57561, 4.51368)
H (3.54983, -0.37172, -5.58076)
H (1.25292, -2.19858, -3.30156)
H (1.44981, -3.84847, 1.62907)
H (-4.14577, 1.50537, -1.28265)
H (-4.38471, 4.00751, -2.09273)
H (-3.28606, 6.11514, -0.09622)
H (0.74494, -3.78653, 4.11281)
H (-4.39024, 2.89459, 1.47047)

---

2.
This record from the OMol25 dataset describes a structure of composition C21H46AlBBrCl14O2 at a distorted geometry. The level of theory is the ωB97M-V functional and the def2-TZVPD basis.

Computed properties:
HOMO: -4.1 eV
net charge: -1
2S+1: 1

Atoms and positions in Å:
Br (-3.33299, -7.31303, -2.76797)
Cl (0.42706, -1.09294, -0.41169)
Cl (5.23835, 5.13008, 1.43016)
Cl (1.81706, 3.32192, -1.24279)
Cl (0.16345, 2.48474, -4.08876)
Cl (0.69046, -4.45851, 0.36290)
Cl (-6.18105, 0.41685, -1.53529)
Cl (3.05805, 5.91278, 3.91189)
Cl (2.03400, -1.46191, 3.75728)
Cl (-0.81642, -0.28832, 5.21313)
Cl (-2.57628, 3.47018, 2.39432)
Cl (4.01298, 1.47008, 6.74818)
Cl (6.86335, 0.26701, 5.35553)
Cl (-2.86930, 1.20160, -1.49913)
Cl (0.73903, 3.46270, 2.03559)
Al (-2.81705, -4.98814, -3.22889)
O (-5.41127, -4.44554, -1.70982)
O (0.99884, -1.84776, -3.51580)
C (-5.19623, 0.84092, -0.11272)
C (2.91831, 6.34862, 2.18330)
C (3.46487, 5.27562, 1.28480)
C (-1.38147, 3.34685, 3.71174)
C (-0.45457, -1.58543, -5.42342)
C (0.97462, -1.56097, -4.89532)
C (0.85536, 0.24352, 5.54363)
C (-0.15028, 4.16177, 3.41265)
C (0.86309, 1.35540, -2.89268)
C (-0.36796, -1.99306, 0.91221)
C (1.69884, -3.03635, -3.18725)
C (-4.41347, -2.24393, -2.26739)
C (-4.13786, 1.86222, -0.43713)
C (6.55957, 1.94139, 5.88379)
C (-1.28967, -2.71376, -4.81166)
C (1.71376, 0.20390, 4.30784)
C (0.77024, 1.88687, -1.48973)
C (-2.07639, -3.50903, -5.83205)
C (0.45317, -3.10914, 1.50104)
C (-2.64450, -4.83064, -5.25441)
C (5.68006, 1.99725, 7.10059)
B (-4.35000, -3.83411, -2.34131)
H (-5.20665, -1.91952, -1.60232)
H (-3.47069, -1.89085, -1.85653)
H (0.30646, 0.42293, -2.96478)
H (1.42917, -2.76818, 1.82891)
H (1.56773, -2.26171, -5.46726)
H (-3.58730, -5.04473, -5.74833)
H (5.61796, 3.02094, 7.46482)
H (-0.07584, -3.51386, 2.36219)
H (-1.95434, -2.30142, -4.06773)
H (-1.42370, -4.64877, -2.49681)
H (-0.24701, 2.17697, -1.23919)
H (-4.75762, -0.07433, 0.27561)
H (-0.39592, 5.19191, 3.16883)
H (1.86082, 6.49549, 1.97221)
H (-1.30484, -2.36776, 0.50803)
H (-1.85913, 3.70621, 4.62111)
H (-1.13692, 2.29506, 3.84154)
H (0.79367, 1.26545, 5.91547)
H (6.11710, 2.47931, 5.05517)
H (1.89324, 1.16227, -3.17831)
H (-4.56582, 2.73217, -0.92870)
H (1.25075, 0.74406, 3.48616)
H (3.25709, 5.52292, 0.24570)
H (1.47035, -3.80463, -3.91205)
H (-1.37609, -3.75270, -6.62537)
H (1.36070, -0.55764, -5.05367)
H (1.08831, 1.12568, -0.78329)
H (-0.60292, -3.40769, -4.36849)
H (-4.54457, -1.80606, -3.24777)
H (1.32503, -3.39127, -2.24245)
H (3.01214, 4.30975, 1.49854)
H (0.51755, 4.16188, 4.27178)
H (6.06434, 1.36807, 7.89855)
H (-0.91746, -0.62992, -5.21352)
H (-0.41802, -1.66359, -6.50227)
H (-5.34606, -5.40073, -1.84351)
H (2.76832, -2.85038, -3.16180)
H (1.25844, -0.38534, 6.33264)
H (-1.96652, -5.62403, -5.55251)
H (-5.87628, 1.24670, 0.63443)
H (-2.86031, -2.90423, -6.27491)
H (3.43671, 7.29227, 2.03906)
H (7.52644, 2.38630, 6.11305)
H (-0.59129, -1.27034, 1.69679)
H (-3.64654, 2.18782, 0.47868)
H (2.68174, 0.65575, 4.51689)

---

3.
This record from the OMol25 dataset describes a structure of composition C21H46BBrF3N4O9P2S at a distorted geometry. The level of theory is the ωB97M-V functional and the def2-TZVPD basis.

Computed properties:
HOMO: -11.8 eV
net charge: +1
2S+1: 1

Atoms and positions in Å:
Br (1.34729, -1.58895, -2.47201)
S (1.59531, 0.05420, 0.83758)
P (3.25839, 0.79733, -2.47201)
P (-0.35570, 2.61344, 5.41439)
F (3.36882, -1.71723, -0.08044)
F (1.36373, -2.57947, 0.37054)
F (2.66892, -1.90193, 1.97465)
O (-2.74008, -0.05175, -2.64208)
O (-1.95688, 2.67184, 5.46952)
O (1.71728, -4.83222, -3.01764)
O (4.05521, -0.59917, -2.55575)
O (3.82635, 1.67062, -1.21861)
O (2.69364, 0.82671, 1.29646)
O (0.15250, 3.94792, 5.72675)
O (0.26854, 1.59016, 6.47920)
O (0.48397, -0.05738, 1.72094)
N (-0.79148, 1.16548, -1.91859)
N (1.00569, 0.67803, -0.60908)
N (-0.04745, 3.61409, -3.05724)
N (-0.60771, 2.36089, 0.08121)
C (-0.36815, 0.32656, 6.72532)
C (3.13110, -4.76350, -4.97628)
C (2.13450, -5.57849, -4.16638)
C (-0.68328, -0.32983, -4.81071)
C (0.38600, 1.07725, -2.81405)
C (1.46650, 0.34787, -1.95956)
C (0.09528, 2.79745, 1.30807)
C (0.28738, 2.16163, 3.76636)
C (-1.85300, 3.08474, -0.22053)
C (2.72821, -6.90802, -3.73128)
C (-0.65805, 2.43147, 2.59495)
C (-2.72916, 1.62179, 4.86116)
C (-4.00025, 1.34466, 5.63751)
C (-2.68158, -2.19431, -0.75601)
C (2.28724, -1.67826, 0.70350)
C (-1.73596, -1.00545, -0.51141)
C (0.95795, 2.59275, -2.88159)
C (-0.14449, 1.44331, -0.68874)
C (0.25663, 0.77390, -4.30643)
C (-0.05441, -0.73562, 5.69191)
C (-3.11195, 2.38737, 0.33863)
B (-1.73682, 0.02579, -1.70934)
H (1.58693, 2.61551, -3.76474)
H (2.00455, -7.47747, -3.14814)
H (-0.29888, -0.74992, -5.73396)
H (1.02072, -0.86174, 5.59485)
H (4.01816, -4.53858, -4.37708)
H (0.06477, 3.88363, 1.26173)
H (-3.82477, 0.74883, 6.52625)
H (1.26215, 0.57735, -4.66916)
H (-2.73668, -0.89043, -3.11222)
H (-1.43334, 0.41504, 6.92677)
H (-3.78042, 2.15260, -0.48551)
H (4.79888, -0.49508, -3.15732)
H (-4.64977, 0.77691, 4.97291)
H (-1.75204, 4.07097, 0.21460)
H (0.65954, 1.14316, 3.79768)
H (-3.65239, 3.03622, 1.01714)
H (-2.71561, -2.83584, 0.11531)
H (-4.51095, 2.27572, 5.85642)
H (-1.31195, 3.26010, 2.86298)
H (3.60335, -6.74767, -3.09552)
H (-1.98415, 3.18345, -1.28670)
H (-1.28567, 1.56028, 2.44227)
H (2.49815, -4.66796, -2.47817)
H (2.69209, -3.81038, -5.27679)
H (3.03051, -7.50644, -4.59089)
H (-0.85590, -1.13866, -4.11288)
H (4.14173, 2.48839, -1.61505)
H (-2.02871, -0.52658, 0.42318)
H (-2.19510, 0.68237, 4.72760)
H (-2.86880, 1.44981, 0.82141)
H (-0.20039, 4.18671, -2.24665)
H (-3.66844, -1.83369, -1.02406)
H (-0.45439, -0.51449, 4.70232)
H (1.16698, 2.78862, 3.64673)
H (-2.29178, -2.79184, -1.57841)
H (1.14689, 2.53951, 1.32769)
H (-0.90802, 3.27654, -3.45763)
H (-0.47809, -1.69011, 5.99062)
H (-3.03468, 1.96519, 3.87363)
H (1.23749, -5.75496, -4.76032)
H (3.44590, -5.29892, -5.87217)
H (-1.65395, 0.09227, -5.05514)
H (-0.73206, -1.41623, -0.42047)
H (0.06354, -0.03536, 7.65416)
H (-0.04201, 1.68980, -4.80513)
H (1.62657, 2.83768, -2.05496)